No. 1
The following is a DFT calculation (ωB97M-V/def2-TZVPD) of a structure of composition C44H44Br12N8.

## Properties
Largest force on an atom   0.084 hartree/bohr
Lowest unoccupied orbital energy   -0.250 eV
Highest occupied orbital energy   -0.335 Eh
Gap between HOMO and LUMO   8.9 eV
Calculated total energy   -898767.5156 eV

Structure (ORCA input):
```
! wB97M-V def2-TZVPD RIJCOSX def2/J DEFGRID3
* xyz 0 1
Br 9.092 0.430 4.451
Br 8.681 -1.937 2.345
Br 2.124 1.092 4.124
Br 0.851 0.470 6.948
Br 6.968 0.889 2.110
Br 1.855 5.512 2.185
Br -3.680 -1.993 -1.452
Br -5.265 -1.615 -4.188
Br -4.676 0.822 -2.367
Br 3.463 2.950 1.004
Br 4.619 5.904 0.629
Br -0.239 2.877 5.184
N 3.450 -1.290 -3.878
N -0.866 0.528 -1.143
N -3.589 -0.989 2.188
N -0.009 5.710 -1.347
N 0.676 -4.596 -3.508
N -0.540 -1.952 5.332
N 1.062 -4.330 1.426
N -1.325 1.765 -5.292
C 5.029 -1.342 -2.031
C -1.405 -3.051 -4.634
C -0.744 4.569 -1.151
C -1.930 4.583 -0.439
C 0.617 -4.054 5.830
C -1.569 -4.391 -4.338
C 0.590 -2.668 5.346
C -2.735 4.062 -5.629
C 1.447 -0.024 0.487
C -3.929 1.251 3.739
C -1.631 -2.542 5.839
C 0.523 1.103 5.176
C -1.336 -3.060 0.715
C -0.537 -4.612 6.347
C -0.859 0.508 0.208
C -0.231 -2.824 0.020
C -4.552 -0.141 1.936
C -1.318 -3.919 1.827
C -1.692 -3.852 6.377
C 0.956 -3.463 0.421
C -0.433 6.877 -0.837
C -4.062 -0.870 -2.976
C -2.387 3.257 -6.704
C 0.215 0.292 1.049
C 1.443 -0.062 -0.881
C 4.033 -1.921 -2.859
C -0.219 -2.499 -4.322
C -0.534 -5.110 -3.743
C 0.341 0.264 -1.672
C 3.609 4.738 1.687
C 4.016 -0.144 -4.291
C 7.835 -0.412 3.238
C -2.966 0.272 4.058
C 5.544 -0.117 -2.360
C 0.770 -3.296 -3.796
C -1.627 2.549 -4.277
C -0.100 -4.548 2.088
C -2.300 3.724 -4.396
C -2.374 5.762 0.142
C -4.707 1.012 2.653
C -1.687 2.116 -6.505
C -2.833 -0.850 3.283
C 5.126 0.451 -3.569
C -1.593 6.900 -0.062
H 1.861 -3.183 -0.014
H -1.779 0.793 0.755
H -3.510 4.840 -5.751
H -2.239 -2.456 0.647
H 1.803 -2.984 -3.657
H -0.064 -5.271 2.880
H 0.395 0.259 -2.753
H -1.439 1.471 -7.311
H -2.537 4.231 -3.450
H 3.613 0.350 -5.116
H -0.355 3.676 -1.650
H 2.403 -0.216 -1.435
H -0.003 -1.472 -4.593
H 5.545 1.463 -3.748
H -2.547 -1.919 5.959
H -2.425 -4.951 -4.443
H 7.053 -0.872 3.826
H 0.152 7.746 -1.080
H -0.314 -2.245 -0.919
H -3.062 -0.713 -3.304
H -5.427 1.763 2.326
H -2.617 3.767 -0.505
H -0.244 0.489 4.776
H -0.735 -6.110 -3.422
H 2.285 -0.311 1.213
H -1.334 2.163 -3.306
H -4.064 2.024 4.481
H -2.449 0.324 5.027
H -2.872 3.501 -7.698
H -2.122 -1.599 3.477
H -5.189 -0.420 1.145
H -0.039 0.321 2.143
H -1.864 7.828 0.354
H -2.132 -4.188 2.513
H -2.579 -4.288 6.795
H 1.480 -4.670 5.781
H -3.247 5.884 0.777
H 5.309 -1.765 -1.054
H 6.271 0.462 -1.729
H -0.506 -5.637 6.711
H 3.575 -2.885 -2.601
H -2.088 -2.464 -5.213
H 4.154 4.678 2.612
H 1.428 -2.181 4.812
*
```

These are the Mulliken partial charges, in e, on atoms 1 to 8: atom 1 (Br): -0.025, atom 2 (Br): -0.026, atom 3 (Br): -0.021, atom 4 (Br): -0.053, atom 5 (Br): 0.061, atom 6 (Br): -0.032, atom 7 (Br): 0.082, atom 8 (Br): -0.011

***

No. 2
The following is a DFT calculation (ωB97M-V/def2-TZVPD) of a cluster of 7 separate species, C44H44ClF2N2 in total.

## Properties
Largest force on an atom   0.013 hartree/bohr
Lowest unoccupied orbital energy   -4.269 eV
Highest occupied orbital energy   -0.407 Eh
Gap between HOMO and LUMO   6.8 eV
Calculated total energy   -67272.4439 eV

Structure (ORCA input):
```
! wB97M-V def2-TZVPD RIJCOSX def2/J DEFGRID3
* xyz 1 1
Cl 3.438 1.664 0.124
F 0.731 1.534 -1.048
F -0.352 -2.620 0.851
N 2.581 -0.613 1.083
N -1.094 -0.515 -0.775
C -3.358 -2.777 -6.500
C 2.427 3.535 -4.320
C 2.289 0.444 0.299
C -2.333 -1.338 -4.871
C -3.969 -1.677 -7.086
C -2.003 2.871 5.684
C -3.238 0.277 -1.455
C -2.543 -3.160 3.046
C 4.238 2.087 -3.687
C -2.222 -4.485 2.785
C -3.762 -0.407 -6.566
C 2.975 2.613 -3.440
C -2.069 0.271 -0.522
C 3.395 -2.602 -4.715
C 4.391 3.396 -5.698
C 4.351 3.363 6.271
C 3.242 -1.261 -4.392
C 4.771 2.805 5.070
C -3.236 1.008 6.571
C 1.718 -1.641 1.287
C 2.210 3.857 5.296
C -2.944 -0.238 -5.456
C 1.241 -1.796 -3.163
C 1.049 0.496 -0.301
C 4.944 2.479 -4.815
C 0.494 -1.616 0.683
C -2.538 -2.608 -5.393
C 2.156 -0.854 -3.626
C 1.402 -3.139 -3.479
C 3.910 2.786 3.981
C -4.342 -5.171 3.688
C 2.475 -3.538 -4.262
C -1.461 0.631 4.993
C 0.092 -0.532 -0.122
C 3.072 3.893 6.382
C -2.137 1.155 0.690
C -3.765 -2.839 3.621
C -1.231 1.999 4.929
C 3.132 3.925 -5.450
C -2.459 0.135 5.822
C -3.010 2.375 6.500
C -4.665 -3.845 3.943
C 2.629 3.305 4.096
C -3.122 -5.491 3.107
H 4.944 3.702 -6.576
H 1.210 4.261 5.384
H -2.313 0.545 1.582
H 5.770 2.398 4.981
H 0.691 -3.873 -3.119
H 2.433 2.317 -2.555
H 1.444 3.947 -4.130
H 1.956 3.282 3.247
H 2.700 4.639 -6.137
H -1.688 -1.207 -4.009
H -2.782 0.754 -5.052
H 4.237 2.360 3.040
H -1.841 -2.372 2.806
H -3.195 1.223 -2.008
H -2.959 1.865 0.598
H -5.042 -5.956 3.941
H -3.614 3.055 7.087
H 4.677 1.374 -2.999
H -4.021 -1.803 3.811
H -2.056 -3.465 -4.939
H -2.874 -6.524 2.905
H -4.012 0.621 7.217
H -0.439 2.388 4.299
H -3.212 -0.565 -2.142
H 2.024 0.194 -3.394
H 5.022 3.384 7.119
H 5.930 2.074 -5.003
H 3.960 -0.531 -4.741
H 2.597 -4.582 -4.519
H 2.744 4.326 7.318
H 4.235 -2.921 -5.318
H -1.219 1.726 0.850
H 0.394 -1.481 -2.568
H 3.487 -0.628 1.534
H -4.172 0.294 -0.890
H -5.618 -3.597 4.391
H -4.605 -1.809 -7.951
H -3.520 -3.766 -6.906
H -4.235 0.450 -7.026
H -0.850 -0.053 4.416
H -2.624 -0.933 5.895
H -1.272 -4.738 2.332
H 2.029 -2.455 1.928
H -1.817 3.937 5.641
*
```

These are the Mulliken partial charges, in e, on atoms 1 to 8: atom 1 (Cl): -0.119, atom 2 (F): -0.467, atom 3 (F): -0.323, atom 4 (N): 0.066, atom 5 (N): -0.273, atom 6 (C): -0.396, atom 7 (C): -0.631, atom 8 (C): 0.375